Run P
{
  "formula": "C2H4N4O",
  "method": "ωB97M-V/def2-TZVPD",
  "e_lumo_ev": [0.04, 0.44],
  "total_charge": 0,
  "gap_ev": [8.41, 8.67],
  "elements": ["C", "C", "N", "N", "N", "N", "O", "H", "H", "H", "H"],
  "coordinates": [[-1.9465, -0.6558, -0.2015], [0.2413, 0.3945, -0.0851], [-3.0978, -1.2057, -0.2204], [-2.7629, 1.1933, 0.4222], [-4.2008, -0.5585, 0.0257], [-0.6727, -0.7309, -0.4032], [-3.9321, 0.7587, 0.4424], [-0.0827, 0.8213, 0.8795], [1.3928, 0.0424, 0.0681], [0.1264, 1.2439, -0.8195], [-0.4377, -1.4237, -1.0839]]
}

=====

Run Q
{
  "formula": "C2H4N4O",
  "method": "ωB97M-V/def2-TZVPD",
  "e_lumo_ev": 0.12,
  "total_charge": 0,
  "gap_ev": 8.47,
  "elements": ["C", "C", "H", "H", "H", "H", "N", "N", "N", "N", "O"],
  "coordinates": [[-1.0092, -0.1127, -0.2561], [0.9064, 0.0148, 0.6676], [-2.8195, -0.4184, -0.6953], [-1.8633, -0.1702, -2.1838], [2.4755, 0.0191, -0.5479], [3.0713, 0.5509, 1.4333], [-1.9729, 0.3070, -1.2796], [-1.2450, -0.1321, 0.9196], [-0.0633, -0.0313, 1.5948], [2.1956, -0.0055, 0.7748], [0.3244, -0.0217, -0.4272]]
}

=====

Of them, run P has the lowest stability.

=====

Run P
{
  "formula": "C2H4N4O",
  "method": "ωB97M-V/def2-TZVPD",
  "e_lumo_ev": -0.04,
  "total_charge": 0,
  "gap_ev": 9.49,
  "elements": ["C", "N", "C", "N", "N", "N", "O", "H", "H", "H", "H"],
  "coordinates": [[1.8821, 0.0505, 0.5384], [0.5858, 0.2637, 1.0435], [-0.3846, 0.0553, 0.2672], [-0.2931, -0.2736, -1.1290], [-1.4157, -0.2645, -1.6086], [-2.3244, 0.2303, -0.6219], [-1.6900, 0.0849, 0.6530], [2.3310, -0.8384, 0.9805], [2.5079, 0.8761, 1.0072], [2.0526, 0.1146, -0.5355], [-3.2516, -0.2988, -0.5948]]
}

=====

Run Q
{
  "formula": "C2H4N4O",
  "method": "ωB97M-V/def2-TZVPD",
  "e_lumo_ev": 0.77,
  "total_charge": 0,
  "gap_ev": 10.29,
  "elements": ["H", "N", "C", "O", "N", "N", "C", "N", "H", "H", "H"],
  "coordinates": [[-1.8295, -0.8671, 1.5352], [-0.9517, -0.5733, 1.1080], [-1.1668, -0.0637, -0.0297], [-2.3743, 0.1119, -0.5913], [-0.1286, 0.4599, -0.8549], [0.8344, -0.7219, -1.4169], [1.1373, 0.0372, -0.4657], [2.0777, 0.4431, 0.3960], [-2.2287, 0.5313, -1.4536], [2.8572, -0.1830, 0.5408], [1.7340, 0.9066, 1.2251]]
}

=====

Of them, run P has the lowest stability.

=====

Run P
{
  "formula": "C2H4N4O",
  "method": "ωB97M-V/def2-TZVPD",
  "e_lumo_ev": 0.70,
  "total_charge": 0,
  "gap_ev": 9.19,
  "elements": ["N", "C", "N", "N", "C", "O", "N", "H", "H", "H", "H"],
  "coordinates": [[2.4347, 0.0125, 0.4550], [1.2765, 0.3031, -0.1693], [0.2563, -0.3557, -0.8475], [-0.9432, -0.5785, -0.0914], [-1.8004, 0.4348, -0.0166], [-2.9692, -0.0296, 0.4568], [0.6078, 1.2073, -0.7089], [2.7720, -0.9153, 0.2419], [3.1343, 0.7314, 0.3197], [-1.2288, -1.5574, -0.0885], [-3.5400, 0.7474, 0.4488]]
}

=====

Run Q
{
  "formula": "C2H4N4O",
  "method": "ωB97M-V/def2-TZVPD",
  "e_lumo_ev": -0.36,
  "total_charge": 0,
  "gap_ev": 9.26,
  "elements": ["H", "N", "N", "N", "C", "N", "C", "O", "H", "H", "H"],
  "coordinates": [[-1.6566, -1.3450, -1.6692], [-1.5605, -0.6190, -2.4668], [-0.7068, 0.1416, -2.1288], [-0.0297, -0.3648, -0.8615], [0.3078, 0.1234, 0.2697], [0.0654, 1.3916, 0.7162], [1.0175, -0.7768, 1.2191], [1.3541, -0.4345, 2.3260], [-0.4290, 2.0498, 0.1389], [0.4302, 1.6237, 1.6273], [1.2077, -1.7899, 0.8291]]
}

=====

Run R
{
  "formula": "C2H4N4O",
  "method": "ωB97M-V/def2-TZVPD",
  "e_lumo_ev": 0.30,
  "total_charge": 0,
  "gap_ev": 8.42,
  "elements": ["H", "N", "C", "N", "N", "C", "O", "N", "H", "H", "H"],
  "coordinates": [[0.2191, 2.0720, 2.0503], [0.2313, 2.0257, 0.9818], [0.0520, 0.9593, 0.3079], [0.4501, 0.8782, -1.0062], [0.4729, -0.4154, -1.5552], [-0.1066, -1.0410, -0.6194], [-0.4256, -2.3842, -0.7485], [-0.3046, -0.3560, 0.5922], [0.9093, 1.5873, -1.5344], [-0.5713, -2.7514, 0.1354], [-0.9265, -0.5744, 1.3961]]
}

=====

Run S
{
  "formula": "C2H4N4O",
  "method": "ωB97M-V/def2-TZVPD",
  "e_lumo_ev": 0.64,
  "total_charge": 0,
  "gap_ev": 9.27,
  "elements": ["N", "C", "N", "N", "C", "O", "N", "H", "H", "H", "H"],
  "coordinates": [[2.2091, 0.4363, 0.0818], [0.8808, 0.0566, 0.0305], [0.5071, -1.1999, 0.1801], [-0.8496, -1.0827, 0.1274], [-1.1903, 0.1920, -0.0795], [-2.4890, 0.5071, -0.2347], [-0.1294, 0.9644, -0.1400], [2.8358, -0.3494, -0.0316], [2.4324, 1.2031, -0.5369], [-1.4561, -1.8840, 0.1778], [-2.7508, 1.1566, 0.4252]]
}

=====

Of them, run P has the lowest stability.

=====

Run P
{
  "formula": "C5H12NO",
  "method": "ωB97M-V/def2-TZVPD",
  "e_lumo_ev": 4.28,
  "total_charge": -1,
  "gap_ev": 6.96,
  "elements": ["C", "O", "C", "N", "H", "H", "H", "H", "H", "H", "C", "C", "C", "H", "H", "H", "H", "H", "H"],
  "coordinates": [[-0.4730, -0.9386, -0.9249], [-0.5671, -0.2495, 0.2781], [-0.4918, -2.4494, -0.6852], [0.1605, -3.1998, -1.7691], [-1.3466, -0.6789, -1.5897], [0.4639, -0.6655, -1.4658], [0.0032, -2.5463, 0.2996], [-1.5161, -2.7611, -0.5564], [1.1316, -2.8418, -1.8704], [0.2527, -4.1737, -1.4680], [0.5697, 1.5640, 1.9724], [0.5558, 2.2739, 0.6224], [0.1731, 3.5785, 0.5265], [1.6205, 1.2911, 2.1171], [0.2986, 2.2188, 2.8017], [-0.0217, 0.6344, 1.9389], [0.6290, 1.5185, -0.1930], [0.1196, 4.1784, -0.3378], [-0.2235, 4.0501, 1.4157]]
}

=====

Run Q
{
  "formula": "C5H12NO",
  "method": "ωB97M-V/def2-TZVPD",
  "e_lumo_ev": 3.60,
  "total_charge": -1,
  "gap_ev": 5.72,
  "elements": ["N", "C", "C", "C", "C", "C", "O", "H", "H", "H", "H", "H", "H", "H", "H", "H", "H", "H", "H"],
  "coordinates": [[-1.1541, -2.1910, 1.7621], [-0.1501, -1.2346, 1.1110], [-0.9815, -0.1735, 0.3379], [-0.1471, 1.1226, 0.2808], [1.0963, 0.9675, -0.6261], [1.0015, 0.9480, -2.1846], [2.1196, 1.1442, -2.9923], [-0.9071, -2.9550, 2.3766], [-2.0706, -1.7388, 2.0157], [0.5397, -0.6663, 1.6948], [0.3875, -1.9369, 0.3944], [-1.7921, -0.0009, 0.8996], [-1.2820, -0.5194, -0.8153], [-0.7580, 2.0750, -0.1045], [-0.0320, 1.3239, 1.3772], [1.5999, 2.0750, -0.3686], [1.7642, 0.1040, -0.2804], [0.6069, -0.0682, -2.5218], [0.1589, 1.7244, -2.3565]]
}

=====

Run R
{
  "formula": "C5H12NO",
  "method": "ωB97M-V/def2-TZVPD",
  "e_lumo_ev": 4.08,
  "total_charge": -1,
  "gap_ev": 5.79,
  "elements": ["C", "C", "N", "C", "C", "C", "O", "H", "H", "H", "H", "H", "H", "H", "H", "H", "H", "H", "H"],
  "coordinates": [[2.6645, 1.4900, 0.8035], [1.3847, 0.6152, 0.3770], [1.6791, -0.5447, -0.4372], [-0.7844, -0.6610, -0.8705], [0.5500, -1.4272, -0.6583], [-1.9630, -0.5303, 0.0473], [-3.1246, -0.0717, -0.3433], [2.3340, 2.4866, 1.0930], [3.2709, 1.0300, 1.5883], [3.2426, 1.7293, -0.1020], [0.6356, 1.1193, -0.1406], [0.9697, 0.4071, 1.3712], [-2.7942, 3.3672, 3.4646], [-1.1407, -0.5397, -1.8630], [-0.9241, 0.2490, -0.1414], [-2.5893, 3.1306, 2.7465], [0.2939, -2.2773, 0.0717], [-1.9227, -1.1692, 1.0018], [0.7568, -2.0666, -1.4781]]
}

=====

Of them, run R has the lowest stability.

=====

Run P
{
  "formula": "C4H10ClNSi",
  "method": "ωB97M-V/def2-TZVPD",
  "e_lumo_ev": [0.02, 0.02],
  "total_charge": 0,
  "gap_ev": [7.68, 7.69],
  "elements": ["C", "C", "C", "C", "N", "Si", "Cl", "H", "H", "H", "H", "H", "H", "H", "H", "H", "H"],
  "coordinates": [[-1.6788, -2.1598, -1.6851], [-1.9223, -0.9382, -1.2033], [1.1646, -0.5051, 2.1016], [-0.1068, 2.3712, -0.1153], [1.6115, 0.0106, 0.8597], [0.5728, 0.6525, -0.3666], [1.4788, 0.4053, -2.1729], [-2.5222, -2.9200, -1.9189], [-0.7133, -2.6834, -1.7001], [-2.8964, -0.6367, -1.1842], [1.8865, -0.2316, 2.9299], [0.1633, -0.0741, 2.2869], [1.0699, -1.6190, 1.8632], [0.6111, 3.0548, 0.4746], [-0.1982, 2.9120, -1.0353], [-1.0254, 2.4313, 0.4557], [2.5049, -0.0698, 0.4103]]
}

=====

Run Q
{
  "formula": "C4H10ClNSi",
  "method": "ωB97M-V/def2-TZVPD",
  "e_lumo_ev": 0.27,
  "total_charge": 0,
  "gap_ev": 8.34,
  "elements": ["C", "C", "N", "C", "C", "Si", "Cl", "H", "H", "H", "H", "H", "H", "H", "H", "H", "H"],
  "coordinates": [[-0.6999, 1.4133, 1.3029], [-0.7199, 1.7876, -0.1895], [0.3413, 1.1575, -1.0903], [0.2189, -0.3739, -1.3079], [0.8351, -1.2710, -0.2623], [0.7133, -2.9922, 0.3302], [-0.6562, -4.4809, 0.3228], [-1.2901, 0.5918, 1.2629], [0.2742, 1.3364, 1.8042], [-1.2818, 2.1474, 1.9205], [-1.8060, 1.3967, -0.5379], [-0.4860, 2.8295, -0.2980], [1.2306, 1.6523, -1.1731], [-0.8847, -0.3593, -1.3335], [0.6992, -0.6230, -2.1885], [1.6964, -0.7060, 0.1228], [1.8156, -3.5062, 1.3149]]
}

=====

Of them, run Q has the lowest stability.

=====

Run P
{
  "formula": "C4H7INO",
  "method": "ωB97M-V/def2-TZVPD",
  "e_lumo_ev": -5.38,
  "total_charge": 1,
  "gap_ev": 8.39,
  "elements": ["C", "C", "C", "C", "N", "O", "I", "H", "H", "H", "H", "H", "H", "H"],
  "coordinates": [[0.7535, -1.3820, -1.0031], [0.5646, -1.9882, 0.3294], [-0.0693, 1.4596, 1.0308], [-0.6554, 0.4875, 0.0113], [-0.0318, -0.7469, -0.2548], [-0.4841, 1.0058, -1.7197], [-2.7931, 0.1023, 0.0683], [1.2368, -1.2285, -1.9161], [0.0365, -2.9340, 0.6337], [1.4168, -1.6803, 0.8865], [-0.8710, 1.5625, 1.8700], [0.8631, 1.0794, 1.3510], [0.0184, 2.4456, 0.4033], [0.0149, 1.8173, -1.6906]]
}

=====

Run Q
{
  "formula": "C4H7INO",
  "method": "ωB97M-V/def2-TZVPD",
  "e_lumo_ev": -4.96,
  "total_charge": 1,
  "gap_ev": 7.15,
  "elements": ["C", "C", "C", "C", "N", "O", "I", "H", "H", "H", "H", "H", "H", "H"],
  "coordinates": [[-0.8668, -1.1725, -0.5440], [0.9745, -2.1678, 0.3515], [-0.2794, 1.1426, -0.1083], [1.2383, -0.7798, 0.1013], [0.1613, -0.1482, -0.5096], [-0.3015, -2.3431, 0.0163], [3.0782, 0.0890, -0.0734], [-1.7766, -0.7547, -0.0298], [-1.1795, -1.5245, -1.5880], [1.7424, -2.9402, 0.3987], [0.2810, 1.8678, -0.6759], [-0.2372, 1.1791, 1.0450], [-1.2629, 1.3715, -0.3727], [3.0005, 0.6868, 1.3968]]
}

=====

Run R
{
  "formula": "C4H7INO",
  "method": "ωB97M-V/def2-TZVPD",
  "e_lumo_ev": -5.42,
  "total_charge": 1,
  "gap_ev": 7.07,
  "elements": ["C", "C", "C", "C", "N", "O", "I", "H", "H", "H", "H", "H", "H", "H"],
  "coordinates": [[1.1716, 0.5773, 0.5324], [-0.6093, 1.5376, -0.3994], [0.7424, -1.5120, -0.3545], [-0.9791, 0.2444, -0.0478], [0.1546, -0.4864, 0.4661], [0.6811, 1.6376, -0.2329], [-2.7183, -0.8654, -0.1385], [1.2305, 0.9637, 1.5714], [2.1136, 0.3420, 0.2400], [-1.1410, 2.4023, -0.7418], [-0.1518, -2.1352, -0.6515], [1.4252, -2.0396, 0.4210], [1.3982, -1.1040, -1.1583], [-3.3177, 0.4377, 0.4937]]
}

=====

Of them, run P has the lowest stability.

=====

Run P
{
  "formula": "C5H12NOS",
  "method": "ωB97M-V/def2-TZVPD",
  "e_lumo_ev": 3.07,
  "total_charge": -1,
  "gap_ev": 5.56,
  "elements": ["C", "S", "C", "C", "C", "N", "C", "O", "H", "H", "H", "H", "H", "H", "H", "H", "H", "H", "H", "H"],
  "coordinates": [[-3.2791, -0.5875, -1.4604], [-2.2747, -0.9028, 0.1045], [-0.7119, 0.0790, -0.0537], [0.0048, -0.2585, 1.1472], [1.4070, 0.3298, 0.9906], [2.3447, -0.7201, 1.4093], [1.8952, 1.1024, -0.4680], [3.1229, 1.0773, -0.5646], [-2.9588, 0.3159, -1.8548], [-3.1385, -1.3083, -2.2686], [-4.2560, -0.5840, -1.2385], [-0.1832, -0.1565, -0.9404], [-1.1726, 1.1564, -0.1875], [0.0968, -1.3951, 1.3145], [-0.4844, 0.1573, 2.0248], [1.6060, 1.1528, 1.7477], [3.1957, -0.4942, 0.9460], [2.0259, -1.5599, 0.7996], [1.4594, 1.9581, -0.1626], [1.3009, 0.6379, -1.2851]]
}

=====

Run Q
{
  "formula": "C5H12NOS",
  "method": "ωB97M-V/def2-TZVPD",
  "e_lumo_ev": 3.00,
  "total_charge": -1,
  "gap_ev": 5.55,
  "elements": ["C", "S", "C", "C", "C", "N", "C", "O", "H", "H", "H", "H", "H", "H", "H", "H", "H", "H", "H", "H"],
  "coordinates": [[3.4889, 0.4638, -0.9995], [2.1632, 1.5163, -0.3539], [0.8678, 0.2499, -0.2201], [-0.3968, 0.8742, 0.3470], [-1.6903, 0.0645, 0.1539], [-1.5842, -0.8804, -0.9662], [-2.1508, -0.6833, 1.4707], [-2.7557, -1.8653, 1.2369], [3.5455, -0.4129, -0.3634], [3.3285, 0.2527, -2.0561], [4.4232, 1.0177, -0.9111], [0.6305, -0.1160, -1.2121], [1.2683, -0.5890, 0.3525], [-0.4902, 1.8587, -0.1145], [-0.2803, 1.0602, 1.4238], [-2.4846, 0.7529, -0.1256], [-2.5279, -1.1082, -1.2578], [-1.3062, -1.7637, -0.5289], [-2.8214, 0.0447, 1.9987], [-1.2273, -0.7367, 2.1256]]
}

=====

Of them, run P has the lowest stability.